2 unconnected molecules or ions with the total composition C2H9NS at a distorted geometry, computed with ωB97M-V/def2-TZVPD.

```
13
Properties=species:S:1:pos:R:3:forces:R:3:nbo_charge:R:1
C -1.274 0.681 0.194 1.3 1.1 0.5 -0.43
N 0.083 0.006 0.235 0.5 0.2 2.4 -0.64
C 1.245 0.996 0.120 -1.9 0.3 -1.2 -0.42
H -1.318 1.533 0.946 0.1 -0.6 -0.9 0.17
H -2.110 0.027 0.495 0.6 -0.1 -0.5 0.21
H -1.404 1.106 -0.834 -0.1 -0.5 0.9 0.20
H 0.183 -0.454 1.203 -0.3 0.9 -1.9 0.34
H 1.207 1.816 0.860 -0.4 0.0 -0.4 0.17
H 2.233 0.590 0.265 0.0 -0.9 -0.1 0.20
H 1.187 1.385 -0.950 0.2 -0.2 1.5 0.20
S -0.235 -2.945 -1.319 -1.9 -0.1 0.3 -0.29
H -0.719 -2.153 -0.308 0.0 -0.5 -0.8 0.16
H 0.923 -2.589 -0.908 1.9 0.4 0.3 0.13
```
Positions in Å, forces in eV/Å.

Charge: 0
Relative energy (zero: lowest compared OMol25 entry of this formula, charge and spin): 107.3 kJ/mol
Structure (SMILES): CNC.S
Multiplicity: 1
HOMO-LUMO gap: 9.89 eV